Below is a molecular structure, C28H81BN7O7Pb, with properties calculated with ωB97M-V/def2-TZVPD.

Frontier orbital gap ... 8.20 eV
HOMO ... -10.951 eV
Relative energy (zero: lowest compared OMol25 entry of this formula, charge and spin) ... 5.662 eV
2S+1 ... 1
Charge ... +1

The geometry in XYZ format:
```
125
Properties=species:S:1:pos:R:3:mulliken_charge:R:1
Pb 2.235 -0.897 -1.354 1.58
B -0.066 -0.431 -0.273 6.03
H 0.162 0.334 -0.999 -0.36
H -0.334 -1.377 -0.719 -0.53
H 0.814 -0.592 0.330 -1.48
H -0.925 -0.096 0.287 -0.28
C 2.991 3.973 -1.726 -0.98
C 2.931 3.227 -0.412 0.10
C 2.292 4.080 0.700 -1.06
O 0.930 4.540 0.296 -0.25
C 0.630 5.718 0.965 -1.15
N 2.147 2.004 -0.583 0.14
H 1.927 4.106 -1.919 -0.07
H 3.470 3.463 -2.562 0.32
H 3.473 4.946 -1.622 0.40
H 3.934 2.934 -0.102 0.54
H 2.913 4.970 0.806 0.75
H 2.201 3.535 1.639 0.18
H 0.461 5.648 2.039 0.27
H -0.301 6.092 0.540 0.30
H 1.365 6.470 0.681 0.43
H 1.795 1.901 0.358 -0.30
H 1.304 2.290 -1.060 0.16
C -1.438 0.432 3.294 -1.30
C -0.790 1.775 2.785 0.79
C -0.191 2.795 3.787 -0.86
O -1.064 3.346 4.743 -0.48
C -1.931 4.303 4.228 -0.39
N 0.244 1.397 1.863 0.52
H -0.661 -0.201 3.724 0.20
H -2.057 -0.117 2.584 0.12
H -2.219 0.634 4.027 0.49
H -1.523 2.351 2.220 0.27
H 0.343 3.621 3.319 0.36
H 0.470 2.242 4.455 0.19
H -2.434 4.783 5.067 0.27
H -2.713 3.825 3.638 0.22
H -1.318 4.984 3.638 0.13
H 0.713 0.607 2.281 -0.79
H -0.164 0.959 1.049 -1.00
C -4.324 0.630 0.269 -1.41
C -3.971 -0.580 -0.619 0.23
C -3.509 -0.134 -2.041 0.28
O -4.582 0.498 -2.704 -0.41
C -4.541 0.305 -4.054 -0.77
N -2.938 -1.320 0.044 -0.03
H -4.912 1.324 -0.332 0.52
H -3.457 1.056 0.775 0.02
H -4.970 0.309 1.086 0.37
H -4.808 -1.266 -0.747 0.59
H -3.177 -1.076 -2.478 0.75
H -2.723 0.614 -1.937 -0.72
H -5.480 0.656 -4.481 0.30
H -4.457 -0.721 -4.413 0.30
H -3.704 0.914 -4.395 0.23
H -2.014 -0.913 0.023 -2.22
H -2.692 -2.161 -0.459 0.01
C 2.715 -0.626 2.640 -0.52
C 3.509 -1.739 1.908 0.04
C 3.731 -3.006 2.796 -0.77
O 4.302 -3.985 1.955 -0.38
C 5.638 -3.741 1.653 -0.78
N 2.712 -2.173 0.794 0.41
H 3.119 -0.513 3.646 0.63
H 1.689 -0.961 2.793 -0.39
H 2.847 0.313 2.101 0.01
H 4.394 -1.244 1.508 0.59
H 2.745 -3.309 3.149 0.31
H 4.229 -2.701 3.716 0.41
H 5.746 -3.270 0.676 0.25
H 6.246 -4.640 1.552 0.31
H 6.214 -3.085 2.305 0.34
H 2.983 -3.139 0.679 0.29
H 1.833 -2.436 1.216 -0.46
C -1.181 -4.837 0.342 -1.38
C -0.776 -4.437 1.784 0.43
C 0.009 -5.631 2.534 -0.82
O -0.150 -5.363 3.971 -0.32
C 0.211 -6.411 4.796 -0.80
N 0.088 -3.216 1.829 -0.18
H -1.649 -5.817 0.251 0.49
H -0.217 -4.936 -0.156 0.41
H -1.735 -4.145 -0.293 0.11
H -1.668 -4.269 2.386 0.27
H 1.049 -5.661 2.208 0.28
H -0.452 -6.577 2.253 0.55
H -0.108 -7.395 4.452 0.31
H -0.135 -6.470 5.828 0.27
H 1.297 -6.434 4.700 0.31
H -0.380 -2.499 1.294 -0.78
H 0.154 -2.775 2.735 0.18
C -2.686 3.583 -1.289 -1.60
C -1.446 3.533 -2.154 0.46
C -0.923 4.943 -2.542 -0.37
O -1.855 5.701 -3.343 -0.47
C -1.803 5.616 -4.747 -0.68
N -0.437 2.817 -1.410 0.73
H -3.482 4.105 -1.819 0.46
H -2.427 4.218 -0.442 0.23
H -3.037 2.618 -0.923 0.36
H -1.736 2.962 -3.036 0.23
H 0.014 4.949 -3.100 0.57
H -0.792 5.560 -1.653 -0.29
H -1.860 4.587 -5.103 0.26
H -0.851 5.928 -5.175 0.29
H -2.618 6.151 -5.234 0.30
H -0.886 1.998 -1.025 -0.85
H -0.039 3.392 -0.682 0.43
C 1.158 -5.069 -3.423 -1.43
C 1.587 -3.604 -3.232 -0.01
C 0.566 -2.547 -3.849 -0.48
O 1.003 -1.159 -3.606 -0.25
C 0.077 -0.121 -4.084 -0.92
N 1.672 -3.449 -1.810 -0.06
H 1.904 -5.766 -3.040 0.44
H 1.025 -5.279 -4.485 0.43
H 0.174 -5.241 -2.989 0.33
H 2.587 -3.532 -3.661 0.38
H -0.352 -2.641 -3.269 0.18
H 0.511 -2.722 -4.923 0.44
H 0.513 0.866 -3.936 0.26
H -0.812 0.025 -3.470 0.21
H -0.065 -0.126 -5.165 0.43
H 0.738 -3.656 -1.485 -0.48
H 2.213 -4.220 -1.446 0.30
```